Arrangement w

The following is a DFT calculation (ωB97M-V/def2-TZVPD) of a molecular structure, C2H5IOS.

Positions of all 10 atoms, in Å:
C  0.743  -0.596  0.563
C  0.678  0.482  -0.596
O  -0.533  0.595  -1.167
S  -2.263  1.278  0.126
I  -3.378  -0.705  0.532
H  0.341  -1.462  -0.005
H  1.784  -0.621  1.020
H  0.097  -0.387  1.434
H  1.223  -0.078  -1.510
H  1.309  1.494  -0.399

Computed properties:
- HOMO (alpha / beta) (eV) = -9.110 / -9.109
- charge = 0
- gap between HOMO and LUMO (alpha / beta) (eV) = 7.107 / 7.106

Arrangement x

The following is a DFT calculation (ωB97M-V/def2-TZVPD) of a single C2H5IOS molecule.

Positions of all 10 atoms, in Å:
C  -0.115  -0.178  -0.458
C  0.794  0.084  0.679
O  1.606  -1.060  1.005
S  2.749  -1.461  -0.310
I  4.200  0.298  0.018
H  0.567  0.116  -1.439
H  -0.293  -1.277  -0.697
H  -1.075  0.376  -0.402
H  0.265  0.266  1.597
H  1.523  1.019  0.518

Computed properties:
- HOMO (eV) = -8.836
- charge = 0
- gap between HOMO and LUMO (eV) = 8.524

Relative energy of each structure, in kJ/mol: arrangement w 167.5; arrangement x 0.0.

Arrangement w

The following is a DFT calculation (ωB97M-V/def2-TZVPD) of a single C3H3BrO molecule.

Positions of all 8 atoms, in Å:
C  0.239  0.057  -0.025
C  1.644  0.541  0.042
Br  3.026  -0.662  -0.013
C  1.982  1.783  0.025
O  2.223  2.930  0.027
H  -0.030  -0.131  -1.093
H  -0.371  0.702  0.476
H  0.324  -0.880  0.577

Computed properties:
- HOMO (eV) = -8.716
- charge = 0
- gap between HOMO and LUMO (eV) = 9.052

Arrangement x

The following is a DFT calculation (ωB97M-V/def2-TZVPD) of a molecular structure, C3H3BrO.

Positions of all 8 atoms, in Å:
C  0.404  0.017  0.084
C  -0.739  0.522  -0.285
C  -2.047  2.349  0.125
O  -1.100  1.852  -0.524
Br  -2.182  4.062  -0.541
H  0.500  -1.093  0.159
H  -1.523  -0.207  -0.325
H  1.200  0.668  0.192

Computed properties:
- HOMO (eV) = -9.263
- charge = 0
- gap between HOMO and LUMO (eV) = 9.616

Arrangement y

The following is a DFT calculation (ωB97M-V/def2-TZVPD) of a single C3H3BrO molecule.

Positions of all 8 atoms, in Å:
C  0.935  -1.732  0.463
C  0.503  -0.688  0.131
C  0.004  0.545  -0.311
O  -1.343  0.532  0.304
Br  -2.359  2.014  0.009
H  1.629  -2.450  0.724
H  -0.087  0.415  -1.339
H  0.718  1.364  0.021

Computed properties:
- HOMO (eV) = -10.026
- charge = 0
- gap between HOMO and LUMO (eV) = 9.688

Relative energy of each structure, in kJ/mol: arrangement w 0.0; arrangement x 225.6; arrangement y 267.6.

Arrangement w

The following is a DFT calculation (ωB97M-V/def2-TZVPD) of 2 unconnected molecules or ions with the total composition C2H2N2O4.

Positions of all 10 atoms, in Å:
C  1.293  -0.790  -0.643
C  -0.245  0.392  0.456
N  0.022  1.483  -0.309
N  -1.553  -0.245  0.259
O  -1.843  -1.118  1.073
O  0.946  -1.819  -0.898
O  1.164  1.877  -0.148
O  -2.204  0.099  -0.714
H  2.047  0.141  -0.475
H  0.372  -0.019  1.399

Computed properties:
- HOMO (alpha / beta) (eV) = -9.429 / -9.429
- charge = 0
- gap between HOMO and LUMO (alpha / beta) (eV) = 8.344 / 8.344

Arrangement x

The following is a DFT calculation (ωB97M-V/def2-TZVPD) of a single C2H2N2O4 molecule.

Positions of all 10 atoms, in Å:
O  -2.172  -1.365  0.635
N  -2.920  -0.462  0.499
O  -4.038  -0.262  0.737
N  -2.327  0.853  -0.317
O  -3.274  1.595  -0.615
C  -1.110  0.658  -0.593
C  0.081  -0.104  -0.510
O  -0.043  1.088  -1.237
H  0.867  -0.171  0.390
H  0.120  -0.957  -1.091

Computed properties:
- HOMO (eV) = -9.420
- charge = 0
- gap between HOMO and LUMO (eV) = 9.480

Arrangement y

The following is a DFT calculation (ωB97M-V/def2-TZVPD) of a single C2H2N2O4 molecule.

Positions of all 10 atoms, in Å:
H  1.570  -2.058  0.269
N  1.606  -1.182  -0.443
C  0.486  -0.690  -0.122
O  -0.660  -1.124  0.431
C  -1.630  -0.075  -0.033
O  -2.772  -0.269  0.035
O  -1.004  0.998  -0.634
N  0.341  0.666  -0.353
O  0.855  1.385  0.575
H  1.209  2.349  0.274

Computed properties:
- HOMO (eV) = -10.010
- charge = 0
- gap between HOMO and LUMO (eV) = 10.261

Relative energy of each structure, in kJ/mol: arrangement w 329.2; arrangement x 362.8; arrangement y 0.0.

Arrangement w

The following is a DFT calculation (ωB97M-V/def2-TZVPD) of a gas-phase ion, C7H10N (charge +1).

Positions of all 18 atoms, in Å:
C  -2.735  0.451  -0.067
C  -1.859  -0.713  0.101
C  -0.429  -0.374  -0.180
C  0.873  -1.133  -0.410
C  1.580  0.117  -0.126
N  3.045  0.443  -0.167
C  0.352  0.748  0.346
C  0.892  -0.608  1.137
H  -2.591  1.124  0.756
H  -3.770  0.121  -0.082
H  -2.607  1.209  -1.066
H  -2.134  -1.436  -0.551
H  -1.869  -1.210  1.010
H  1.130  -2.123  -0.838
H  3.500  -0.417  -0.525
H  3.438  0.623  0.755
H  3.132  1.419  -0.679
H  0.053  1.760  0.588

Computed properties:
- HOMO (eV) = -13.761
- charge = +1
- gap between HOMO and LUMO (eV) = 9.793

Arrangement x

The following is a DFT calculation (ωB97M-V/def2-TZVPD) of a gas-phase ion, C7H10N (charge +1).

Positions of all 18 atoms, in Å:
C  2.258  -0.960  -0.026
C  1.339  0.151  -0.056
C  1.571  1.478  0.038
C  0.349  2.168  0.038
C  -0.725  1.271  -0.411
C  -0.165  -0.091  -0.560
N  -1.308  0.183  0.353
C  -2.626  -0.270  -0.045
H  1.821  -1.890  0.051
H  2.960  -0.983  0.811
H  3.138  -0.893  -0.828
H  2.619  1.734  0.225
H  0.104  3.219  0.340
H  -0.454  -0.748  -1.269
H  -0.978  0.262  1.273
H  -3.034  -0.741  0.773
H  -3.353  0.544  -0.333
H  -2.618  -1.012  -0.927

Computed properties:
- HOMO (alpha / beta) (eV) = -13.439 / -12.929
- charge = +1
- gap between HOMO and LUMO (alpha / beta) (eV) = 8.038 / 7.502

Relative energy of each structure, in kJ/mol: arrangement w 121.8; arrangement x 0.0.